{"formula": "C41H63F3O22S", "method": "ωB97M-V/def2-TZVPD", "elements": ["S", "F", "F", "F", "O", "O", "O", "O", "O", "O", "O", "O", "O", "O", "O", "O", "O", "O", "O", "O", "O", "O", "O", "O", "O", "O", "C", "C", "C", "C", "C", "C", "C", "C", "C", "C", "C", "C", "C", "C", "C", "C", "C", "C", "C", "C", "C", "C", "C", "C", "C", "C", "C", "C", "C", "C", "C", "C", "C", "C", "C", "C", "C", "C", "C", "C", "C", "H", "H", "H", "H", "H", "H", "H", "H", "H", "H", "H", "H", "H", "H", "H", "H", "H", "H", "H", "H", "H", "H", "H", "H", "H", "H", "H", "H", "H", "H", "H", "H", "H", "H", "H", "H", "H", "H", "H", "H", "H", "H", "H", "H", "H", "H", "H", "H", "H", "H", "H", "H", "H", "H", "H", "H", "H", "H", "H", "H", "H", "H", "H"], "xyz": [[13.512, 19.573, -10.676], [8.721, 22.298, -11.671], [9.211, 18.357, -12.357], [12.325, 21.810, -3.419], [20.599, 19.927, -12.820], [18.589, 19.160, -11.904], [17.912, 16.501, -7.110], [13.713, 20.777, -11.592], [18.779, 21.187, -12.989], [11.953, 14.407, -9.463], [15.396, 18.066, -15.718], [12.732, 25.962, -12.991], [9.643, 17.721, -5.603], [18.582, 14.384, -7.818], [10.107, 14.093, -10.751], [10.650, 19.472, -16.264], [16.053, 17.009, -13.718], [10.897, 18.178, -17.993], [9.041, 15.998, -6.958], [18.775, 15.183, -5.672], [17.302, 18.636, -14.678], [12.938, 26.244, -10.755], [13.589, 24.289, -11.850], [11.359, 17.172, -16.019], [10.878, 16.977, -7.352], [10.198, 13.079, -8.841], [12.259, 22.360, -7.142], [5.814, 16.815, -12.029], [13.986, 20.714, -6.518], [8.353, 16.663, -10.855], [8.920, 23.058, -13.900], [6.090, 15.797, -11.073], [6.914, 17.618, -12.424], [13.653, 20.911, -5.229], [10.610, 12.937, -7.479], [16.208, 17.907, -14.566], [10.853, 22.308, -12.711], [13.284, 21.475, -7.447], [11.669, 22.721, -13.811], [11.940, 22.400, -5.795], [13.859, 23.655, -10.640], [12.672, 21.743, -4.786], [11.663, 18.141, -7.503], [21.300, 18.758, -12.427], [10.749, 19.715, -14.835], [13.139, 25.565, -11.729], [8.219, 17.512, -11.942], [14.991, 18.417, -10.851], [9.462, 22.500, -12.739], [17.645, 16.994, -8.411], [9.747, 17.053, -6.574], [10.893, 14.395, -11.907], [11.070, 23.365, -14.930], [14.273, 17.230, -15.890], [12.229, 27.212, -13.216], [11.010, 18.214, -16.687], [18.434, 15.320, -7.024], [12.227, 18.453, -11.387], [19.213, 20.019, -12.497], [10.892, 13.902, -9.628], [19.740, 14.178, -5.383], [17.404, 21.531, -12.749], [9.712, 23.565, -14.971], [8.010, 15.582, -6.127], [11.252, 17.042, -18.747], [7.362, 15.764, -10.462], [17.370, 19.709, -15.578], [10.644, 20.795, -14.735], [11.620, 23.659, -15.811], [5.506, 14.897, -10.946], [16.593, 20.383, -15.216], [13.418, 24.079, -9.738], [11.840, 22.905, -7.975], [7.211, 16.317, -6.028], [20.444, 14.517, -4.624], [10.677, 15.454, -12.047], [22.350, 18.853, -12.704], [4.785, 17.021, -12.286], [10.088, 13.520, -6.719], [9.319, 16.540, -10.386], [13.686, 17.317, -14.975], [8.453, 15.157, -5.226], [11.642, 17.463, -19.674], [17.092, 22.059, -13.650], [11.429, 27.274, -12.477], [18.350, 20.185, -15.605], [11.961, 14.265, -11.731], [20.818, 17.909, -12.913], [13.329, 22.706, -10.552], [11.680, 13.009, -7.287], [19.110, 13.465, -4.852], [14.981, 18.192, -11.917], [10.346, 16.436, -18.719], [17.492, 18.063, -8.263], [9.952, 19.171, -14.328], [7.687, 14.982, -9.791], [15.895, 18.920, -10.506], [7.413, 14.833, -6.647], [12.954, 27.999, -13.009], [12.416, 17.950, -8.268], [11.920, 17.648, -10.719], [13.691, 17.482, -16.776], [12.420, 17.969, -12.345], [11.035, 19.010, -7.698], [11.117, 23.043, -5.520], [13.591, 21.424, -8.481], [11.342, 19.060, -11.580], [14.102, 20.208, -4.543], [11.889, 27.312, -14.247], [17.320, 22.067, -11.804], [14.929, 23.468, -10.553], [10.350, 11.934, -7.142], [11.694, 19.444, -14.365], [6.829, 18.260, -13.288], [12.745, 22.657, -13.875], [14.636, 16.214, -16.044], [7.864, 23.236, -14.034], [16.762, 20.664, -12.594], [18.471, 16.842, -9.106], [9.187, 24.087, -15.757], [14.896, 20.212, -6.809], [12.205, 18.400, -6.594], [20.348, 13.887, -6.240], [12.042, 16.359, -18.436], [21.316, 18.689, -11.340], [14.901, 17.457, -10.342], [10.607, 13.792, -12.769], [17.111, 19.524, -16.621], [16.764, 16.590, -8.910], [11.375, 21.848, -11.885]], "lumo_energy_ev": 0.422, "total_energy_ha": -3952.9419, "homo_lumo_gap_ev": 9.58}

***

{"formula": "C22H19ClN4O2", "method": "ωB97M-V/def2-TZVPD", "elements": ["Cl", "O", "O", "N", "N", "N", "N", "C", "C", "C", "C", "C", "C", "C", "C", "C", "C", "C", "C", "C", "C", "C", "C", "C", "C", "C", "C", "C", "C", "H", "H", "H", "H", "H", "H", "H", "H", "H", "H", "H", "H", "H", "H", "H", "H", "H", "H", "H"], "xyz": [[-4.519, -2.200, 2.157], [-2.186, 2.898, -0.738], [-5.788, 1.618, 1.111], [1.624, -0.032, -1.291], [-1.571, 0.748, -0.311], [0.443, -0.347, -0.761], [-5.639, 0.310, 0.800], [-0.272, 0.772, -0.789], [-4.007, -1.126, -0.275], [5.073, -0.516, -0.708], [4.372, -0.323, 1.954], [1.682, 1.266, -1.647], [-3.128, -3.555, -1.316], [-3.563, -3.485, -0.004], [-4.004, -2.277, 0.512], [-3.567, -1.217, -1.595], [3.753, -0.712, -0.336], [6.733, 0.174, 2.628], [-4.634, 3.756, 0.975], [0.466, 1.832, -1.344], [2.682, -1.005, -1.359], [-3.131, -2.422, -2.113], [5.700, -0.132, 1.587], [-2.457, 1.780, -0.343], [-4.701, 2.299, 0.735], [-4.466, 0.165, 0.242], [-3.794, 1.427, 0.174], [3.410, -0.611, 1.007], [6.037, -0.233, 0.245], [-1.861, -0.153, 0.043], [4.093, -0.246, 2.995], [0.136, 2.837, -1.491], [-3.563, -4.361, 0.625], [-4.586, 3.960, 2.045], [-2.787, -4.498, -1.715], [7.062, -0.086, -0.062], [-2.795, -2.475, -3.136], [3.110, -1.009, -2.366], [2.222, -1.977, -1.160], [-3.750, 4.153, 0.485], [7.707, 0.340, 2.176], [5.356, -0.588, -1.749], [2.564, 1.689, -2.081], [2.381, -0.757, 1.301], [-5.526, 4.238, 0.580], [-3.577, -0.331, -2.212], [6.815, -0.653, 3.333], [6.453, 1.062, 3.192]], "lumo_energy_ev": 0.690, "total_energy_ha": -1679.4388, "homo_lumo_gap_ev": 9.12, "relative_energy_ev": 0.0000}

***

{"formula": "C17H24BaN2O3S", "method": "ωB97M-V/def2-TZVPD", "elements": ["Ba", "S", "O", "O", "O", "N", "N", "C", "C", "C", "C", "C", "C", "C", "C", "C", "C", "C", "C", "C", "C", "C", "C", "C", "H", "H", "H", "H", "H", "H", "H", "H", "H", "H", "H", "H", "H", "H", "H", "H", "H", "H", "H", "H", "H", "H", "H", "H"], "xyz": [[-4.470, 2.676, 2.056], [5.433, -0.738, 1.392], [0.004, 3.839, 0.474], [1.545, 3.035, -0.922], [0.544, -1.360, -1.984], [4.627, -2.091, 1.547], [4.493, 0.003, 0.365], [1.580, -2.717, -0.297], [-2.878, -0.587, 2.461], [2.185, 3.473, 1.287], [-3.061, -0.316, 0.974], [1.127, 3.484, 0.256], [-1.677, -0.811, -1.089], [2.438, -0.518, -0.818], [1.226, 1.620, -1.113], [3.560, -2.010, 0.764], [2.568, -2.970, 0.573], [-2.769, -0.401, -2.055], [2.445, 0.832, -1.489], [-2.332, -1.388, 0.160], [3.482, -0.811, 0.078], [-2.467, 1.061, 0.690], [1.496, -1.503, -1.000], [-0.787, -1.827, -1.792], [2.582, 0.735, -2.552], [-1.407, 0.980, 0.735], [0.855, -3.482, -0.477], [-3.186, -1.273, -2.521], [-3.568, 0.142, -1.585], [2.175, 2.508, 1.763], [-2.356, 0.187, -2.853], [-0.837, -2.803, -1.336], [-1.612, -1.874, 0.793], [-2.789, 1.425, -0.273], [-1.064, 0.011, -0.843], [-3.045, -2.127, -0.157], [-3.272, -1.546, 2.738], [3.145, 3.596, 0.821], [3.274, 1.391, -1.107], [-1.175, -1.946, -2.783], [0.894, 1.220, -0.173], [2.008, 4.253, 2.000], [-3.305, 0.173, 3.115], [-4.134, -0.332, 0.809], [-2.725, 1.776, 1.461], [-1.823, -0.617, 2.662], [2.621, -3.910, 1.073], [0.431, 1.538, -1.831]], "lumo_energy_ev": -8.755, "total_energy_ha": -1420.4430, "homo_lumo_gap_ev": 3.79, "charge": 2, "relative_energy_ev": 0.0000}

***

{"formula": "C6H4ClO2P", "method": "ωB97M-V/def2-TZVPD", "elements": ["Cl", "P", "O", "O", "C", "C", "C", "C", "C", "C", "H", "H", "H", "H"], "xyz": [[2.062, -2.686, -0.054], [3.360, 0.295, 0.114], [1.671, 2.294, -0.191], [3.079, 1.907, -0.159], [1.075, -1.314, -0.263], [0.927, 1.195, -0.269], [-1.006, -0.173, -0.406], [1.625, -0.044, -0.248], [-0.460, 1.106, -0.327], [-0.325, -1.371, -0.349], [-0.783, -2.277, -0.369], [3.201, 0.131, 1.667], [-1.044, 1.935, -0.330], [-2.109, -0.073, -0.333]], "lumo_energy_ev": 0.542, "total_energy_ha": -1182.9505, "homo_lumo_gap_ev": 9.37, "relative_energy_ev": 0.0000}

***

{"formula": "C12H18BrN4O", "method": "ωB97M-V/def2-TZVPD", "elements": ["Br", "O", "N", "N", "N", "N", "C", "C", "C", "C", "C", "C", "C", "C", "C", "C", "C", "C", "H", "H", "H", "H", "H", "H", "H", "H", "H", "H", "H", "H", "H", "H", "H", "H", "H", "H"], "xyz": [[1.898, 2.483, 1.296], [0.572, 0.159, 0.976], [1.207, 2.793, -1.934], [-0.928, -6.911, 3.261], [-3.477, -3.728, -0.889], [-2.715, 4.627, 1.329], [-1.679, -2.399, 0.469], [3.593, 2.027, -1.981], [-2.692, -3.153, -0.291], [-1.684, -6.557, 2.484], [-2.662, -6.099, 1.481], [1.878, 3.877, -1.745], [-2.308, 2.185, 2.166], [1.291, 0.861, 0.393], [2.062, 1.615, -2.018], [3.376, 3.580, -1.716], [1.735, 0.437, -1.030], [-2.543, 3.561, 1.695], [-0.721, -2.445, -0.045], [1.972, 1.115, -3.007], [0.191, 2.815, -2.010], [-3.619, -5.896, 1.960], [-2.309, -5.193, 0.997], [-1.957, 2.198, 3.197], [3.779, 4.075, -2.629], [-1.985, -1.358, 0.560], [-1.569, -2.826, 1.466], [1.420, 4.868, -1.622], [2.600, -0.242, -0.936], [-1.554, 1.709, 1.540], [-3.231, 1.609, 2.112], [4.046, 1.715, -2.928], [3.953, 3.879, -0.827], [-2.801, -6.866, 0.722], [3.979, 1.617, -1.037], [0.885, -0.130, -1.458]], "lumo_energy_ev": -4.990, "total_energy_ha": -3336.0101, "homo_lumo_gap_ev": 8.26, "charge": 1}

***

{"formula": "C3H9N", "method": "ωB97M-V/def2-TZVPD", "elements": ["N", "C", "C", "C", "H", "H", "H", "H", "H", "H", "H", "H", "H"], "xyz": [[-0.342, -0.064, 0.197], [0.173, -0.756, -1.007], [0.380, -0.455, 1.401], [-0.646, 1.275, -0.283], [-0.217, 0.088, 2.139], [-0.800, 1.995, 0.517], [0.182, 1.759, -0.667], [1.484, -0.043, 1.318], [0.406, -1.570, 1.527], [-1.340, 1.142, -1.152], [0.753, -0.313, -1.864], [0.686, -1.745, -0.673], [-0.718, -1.312, -1.453]], "lumo_energy_ev": 1.093, "total_energy_ha": -174.3759, "homo_lumo_gap_ev": 9.19, "relative_energy_ev": 2.0999}